{
  "formula": "C10H23N2O2",
  "method": "ωB97M-V with the def2-TZVPD basis set",
  "symbols": ["C", "C", "O", "C", "C", "C", "N", "C", "C", "N", "C", "O", "C", "C", "H", "H", "H", "H", "H", "H", "H", "H", "H", "H", "H", "H", "H", "H", "H", "H", "H", "H", "H", "H", "H", "H", "H"],
  "coordinates": [[-0.66, 0.23, -3.93], [-1.65, -0.87, -3.59], [-1.71, -1.17, -2.19], [-0.71, -2.04, -1.69], [0.31, -1.31, -0.81], [-0.20, -0.95, 0.59], [-1.62, -0.63, 0.61], [-2.08, 0.27, 1.64], [-1.26, 0.15, 2.91], [0.22, 0.34, 2.63], [0.62, 0.21, 1.14], [1.97, -0.01, 1.11], [2.81, 1.12, 0.79], [2.75, 2.22, 1.83], [-0.90, 1.14, -3.37], [0.36, -0.06, -3.71], [-0.72, 0.47, -4.99], [-1.40, -1.79, -4.13], [-2.66, -0.59, -3.87], [-0.20, -2.53, -2.52], [-1.21, -2.82, -1.10], [1.20, -1.94, -0.70], [0.62, -0.40, -1.33], [-0.02, -1.81, 1.26], [-1.94, -0.38, -0.32], [-3.10, 0.02, 1.93], [-2.11, 1.33, 1.32], [-1.56, 0.91, 3.63], [-1.37, -0.83, 3.37], [0.76, -0.40, 3.08], [0.57, 1.22, 3.00], [0.33, 1.16, 0.67], [3.81, 0.69, 0.73], [2.52, 1.48, -0.20], [3.03, 1.86, 2.82], [1.77, 2.71, 1.87], [3.46, 3.00, 1.56]],
  "nbo_charge": [-0.64, -0.06, -0.57, -0.07, -0.43, -0.07, -0.64, -0.24, -0.23, -0.54, 0.27, -0.52, -0.07, -0.66, 0.21, 0.20, 0.23, 0.17, 0.20, 0.19, 0.20, 0.24, 0.21, 0.18, 0.42, 0.24, 0.18, 0.24, 0.23, 0.44, 0.44, 0.19, 0.22, 0.18, 0.22, 0.19, 0.26],
  "total_energy_ha": -654.554980,
  "total_charge": 1,
  "homo_energy_ev": -12.39,
  "smiles": "CCOCC[C@@H]1NCC[NH2+][C@H]1OCC",
  "orbital_gap_ha": 0.352,
  "e_lumo_ha": -0.1036,
  "multiplicity": 1
}



{
  "formula": "C10H24AuN6O7",
  "method": "ωB97M-V with the def2-TZVPD basis set",
  "symbols": ["O", "H", "Au", "N", "N", "N", "N", "O", "O", "O", "O", "C", "C", "C", "C", "C", "H", "H", "H", "C", "H", "H", "H", "C", "C", "H", "H", "H", "H", "H", "H", "H", "H", "C", "H", "H", "H", "O", "H", "H", "N", "C", "N", "O", "H", "H", "H", "H"],
  "coordinates": [[2.79, 4.07, -1.45], [3.02, 3.50, -0.69], [0.35, 0.18, -0.15], [-0.57, 1.58, -1.31], [-0.31, 1.47, 1.29], [0.49, -1.42, -1.42], [0.61, -1.52, 1.22], [-0.93, 1.43, -2.50], [0.65, -1.33, -2.79], [0.27, -1.53, 2.53], [-0.46, 1.22, 2.53], [-0.53, 2.72, 0.78], [-0.62, 2.79, -0.64], [0.57, -2.63, -0.86], [0.55, -2.69, 0.58], [-0.76, 4.00, -1.50], [0.09, 4.03, -2.21], [-0.75, 4.89, -0.85], [-1.71, 3.92, -2.05], [-0.55, 3.86, 1.74], [0.39, 3.87, 2.32], [-1.40, 3.75, 2.44], [-0.65, 4.80, 1.17], [0.68, -3.86, -1.71], [0.47, -4.01, 1.31], [1.07, -3.61, -2.71], [-0.30, -4.36, -1.82], [1.36, -4.57, -1.21], [0.03, -3.88, 2.31], [1.52, -4.38, 1.42], [-0.10, -4.78, 0.73], [0.75, -0.37, -3.00], [0.07, -0.57, 2.72], [2.33, 0.46, 0.47], [2.88, 1.22, -0.04], [2.50, -0.60, 0.23], [2.08, 0.63, 1.53], [2.42, 1.46, -3.98], [2.64, 2.36, -3.66], [2.47, 0.92, -3.18], [-3.13, -0.92, 2.48], [-2.66, -1.36, 1.28], [-2.87, -2.68, 1.00], [-1.99, -0.60, 0.54], [-3.93, -1.30, 2.95], [-2.74, 0.02, 2.69], [-2.40, -2.99, 0.13], [-3.68, -3.19, 1.33]],
  "nbo_charge": [-1.04, 0.38, 1.40, -0.07, -0.04, -0.19, -0.15, -0.26, -0.48, -0.50, -0.43, 0.16, 0.24, 0.25, 0.20, -0.68, 0.31, 0.24, 0.26, -0.66, 0.26, 0.26, 0.25, -0.69, -0.69, 0.28, 0.26, 0.26, 0.28, 0.27, 0.25, 0.52, 0.52, -0.66, 0.24, 0.20, 0.21, -0.94, 0.51, 0.44, -0.83, 0.80, -0.84, -0.76, 0.42, 0.42, 0.40, 0.42],
  "total_energy_ha": -1385.617347,
  "total_charge": 1,
  "homo_energy_ev": [-9.31, -9.37],
  "orbital_gap_ha": [0.111, 0.124],
  "e_lumo_ha": [-0.2312, -0.2206],
  "multiplicity": 3
}



{
  "formula": "C10H24BiClI2N2P2S",
  "method": "ωB97M-V with the def2-TZVPD basis set",
  "symbols": ["I", "I", "Bi", "P", "C", "C", "H", "H", "H", "H", "H", "H", "C", "H", "H", "H", "P", "C", "C", "H", "H", "H", "C", "H", "H", "H", "H", "H", "H", "Cl", "C", "N", "C", "C", "N", "C", "S", "H", "H", "H", "H", "H", "H"],
  "coordinates": [[1.60, 0.44, 2.07], [-2.62, -0.27, -1.91], [2.01, -2.11, -1.48], [1.84, 1.02, -2.17], [0.97, 2.61, -1.76], [3.63, 1.34, -1.80], [4.14, 2.04, -2.47], [2.38, 1.82, -4.48], [4.11, 0.36, -1.87], [2.39, 0.03, -4.26], [1.19, 2.92, -0.72], [3.69, 1.70, -0.74], [1.85, 0.96, -4.01], [1.31, 3.40, -2.45], [0.82, 0.90, -4.38], [-0.14, 2.52, -1.82], [-0.16, -3.22, 0.70], [-1.54, -2.75, 1.87], [-0.81, -4.65, -0.28], [2.01, -4.15, 1.01], [0.95, -4.96, 2.20], [1.52, -3.27, 2.50], [1.17, -4.01, 1.73], [0.03, -4.92, -0.94], [-1.12, -5.55, 0.29], [-1.95, -3.62, 2.41], [-2.37, -2.24, 1.34], [-1.65, -4.30, -0.91], [-1.18, -2.01, 2.62], [3.98, -3.48, -2.03], [-3.81, 2.76, 0.76], [-2.58, 2.63, 1.51], [-2.06, 3.52, 2.49], [-0.90, 2.98, 2.95], [-0.75, 1.77, 2.25], [-1.67, 1.72, 1.27], [-1.42, 0.77, -0.09], [-3.61, 2.90, -0.30], [-4.48, 1.90, 0.90], [-4.31, 3.63, 1.16], [-2.41, 4.49, 2.73], [-0.13, 3.23, 3.64], [0.07, 1.13, 2.45]],
  "nbo_charge": [-0.46, 0.22, 1.39, 0.90, -0.93, -0.94, 0.27, 0.27, 0.22, 0.23, 0.27, 0.27, -0.95, 0.27, 0.25, 0.25, 0.92, -0.94, -0.95, 0.22, 0.27, 0.27, -0.94, 0.23, 0.27, 0.27, 0.25, 0.25, 0.27, -0.44, -0.42, -0.30, -0.05, -0.04, -0.49, 0.21, 0.04, 0.23, 0.24, 0.25, 0.26, 0.26, 0.33],
  "total_energy_ha": -2855.340738,
  "total_charge": 2,
  "homo_energy_ev": [-13.75, -13.74],
  "orbital_gap_ha": [0.151, 0.151],
  "e_lumo_ha": [-0.3540, -0.3544],
  "multiplicity": 1
}